1.
ORCA calculation (wB97M-V/def2-TZVPD) on one molecule with the formula C23H25N3O4S.

Cartesian coordinates (Å):
C  6.63421  -2.80959  0.51987
C  5.49380  -3.50001  1.26068
H  5.80576  -4.50026  1.57284
H  5.20369  -2.93474  2.15398
O  4.36872  -3.73300  0.42996
C  3.53254  -2.72251  0.11221
C  2.50919  -3.05546  -0.78584
C  1.58286  -2.11348  -1.17505
C  1.66315  -0.82961  -0.66395
C  2.66468  -0.48188  0.22009
C  3.60119  -1.42181  0.61315
H  4.37184  -1.12800  1.30711
H  2.69468  0.52804  0.59867
S  0.51016  0.41533  -1.21509
O  0.48367  1.50385  -0.28543
O  0.84020  0.73397  -2.58139
N  -0.97303  -0.37526  -1.26342
C  -1.68490  -0.51993  -0.06312
C  -3.07512  -0.61467  -0.02702
C  -3.73376  -0.75819  1.18017
C  -3.04412  -0.80675  2.38370
C  -1.65907  -0.72440  2.33796
C  -0.98542  -0.59290  1.13857
H  0.08927  -0.53225  1.13982
H  -1.09045  -0.76554  3.25589
C  -3.77153  -0.96709  3.68425
H  -3.18117  -0.57691  4.50980
H  -3.96620  -2.02279  3.87665
H  -4.72826  -0.45036  3.65795
H  -4.81240  -0.82204  1.18077
H  -3.65988  -0.55954  -0.92992
C  -1.65523  -0.43670  -2.54351
C  -2.49405  0.83296  -2.76817
O  -3.70888  0.82285  -2.77948
N  -1.74122  1.93570  -2.91738
H  -0.73390  1.83096  -2.87905
C  -2.25872  3.26230  -2.63644
C  -1.85334  3.63542  -1.23383
C  -0.89344  4.60430  -0.97153
N  -0.44896  4.88586  0.23950
C  -0.92789  4.19274  1.25628
C  -1.89150  3.20510  1.11864
C  -2.36294  2.92720  -0.15054
H  -3.11014  2.16159  -0.30599
H  -2.25507  2.65859  1.97508
H  -0.51863  4.44530  2.22590
H  -0.46003  5.18700  -1.77550
H  -1.85744  3.97129  -3.36435
H  -3.34687  3.20939  -2.73203
H  -2.29778  -1.32001  -2.57279
H  -0.88498  -0.51124  -3.31241
H  0.79471  -2.36309  -1.86704
H  2.47130  -4.06574  -1.16041
H  7.48857  -2.70424  1.18259
H  6.92711  -3.40496  -0.34111
H  6.33501  -1.82481  0.16971

Results
SMILES string: CCOc1ccc(S(=O)(=O)N(CC(=O)NCc2cccnc2)c2ccc(C)cc2)cc1
Frontier orbital gap (eV): 8.9
Total charge: 0
ΔE to the lowest compared entry with this formula, charge and spin (eV): 1.869

These are the Mulliken partial charges, in e, on atoms 1 to 6:
1 C -1.038
2 C -0.413
3 H 0.308
4 H 0.334
5 O -0.451
6 C 0.787


2.
ORCA calculation (wB97M-V/def2-TZVPD) on one molecule with the formula C4H6Cl2N3O2P.

Cartesian coordinates (Å):
C  -0.26785  -1.91757  0.55030
C  -0.47807  0.54869  0.17653
C  -1.80291  -0.76475  1.77076
C  0.88602  2.05251  -1.01020
N  0.71862  -2.03637  -0.76942
N  -0.76237  -0.75355  0.81885
N  0.52148  0.62771  -0.75503
O  -0.48039  -2.90983  1.17436
O  -1.04593  1.53783  0.51362
P  1.38028  -0.73426  -1.30598
Cl  1.57461  -0.65561  -3.33733
Cl  3.17439  0.13745  -0.81340
H  -1.99979  0.34607  1.98830
H  -2.70532  -1.19585  1.38118
H  -1.48023  -1.35466  2.67922
H  0.28055  2.36023  -1.83015
H  0.56710  2.64612  -0.08254
H  1.91979  2.06585  -1.14906

Results
SMILES string: CN1C(=O)N=P(Cl)(Cl)N(C)C1=O
Frontier orbital gap (eV): 10.1
Total charge: 0
ΔE to the lowest compared entry with this formula, charge and spin (eV): 0.125

These are the Mulliken partial charges, in e, on atoms 1 to 6:
1 C 0.672
2 C 0.573
3 C -1.033
4 C -0.939
5 N -0.481
6 N 0.046


3.
ORCA calculation (wB97M-V/def2-TZVPD) on one molecule with the formula C3H11N3O.

Cartesian coordinates (Å):
C  0.40861  0.04946  0.01903
C  0.95148  -0.14359  1.45985
C  -1.61327  -0.42985  -1.29677
N  -0.98273  -0.41579  0.01573
N  0.46728  1.44395  -0.39799
N  1.25728  -0.71437  -0.85973
O  0.27036  0.64376  2.40569
H  -0.59861  0.25568  2.55375
H  -1.51402  0.21450  0.60993
H  0.25307  2.03497  0.40045
H  1.01166  -0.52010  -1.82401
H  1.40790  1.66371  -0.70405
H  1.12850  -1.70445  -0.68883
H  1.99341  0.18258  1.47794
H  0.90844  -1.20696  1.71978
H  -2.67427  -0.63069  -1.16387
H  -1.48868  0.51611  -1.83655
H  -1.18641  -1.23890  -1.89034

Results
SMILES string: CNC(N)(N)CO
Frontier orbital gap (eV): 10.1
Total charge: 0
ΔE to the lowest compared entry with this formula, charge and spin (eV): 0.888

These are the Mulliken partial charges, in e, on atoms 1 to 6:
1 C 0.937
2 C -0.879
3 C -0.979
4 N -0.430
5 N -0.676
6 N -0.752


4.
ORCA calculation (wB97M-V/def2-TZVPD) on a 4-piece molecular cluster, C4H16NO3 overall.

Cartesian coordinates (Å):
C  0.16435  0.85000  0.32260
C  -0.55275  1.39226  1.55369
C  -1.09475  0.19193  2.28454
C  -0.17677  -0.73012  2.72402
N  -0.56052  -0.12312  -0.59008
H  0.72085  1.57165  -0.36985
H  1.11784  0.33950  0.67474
H  -0.01783  2.04900  2.25935
H  -1.43417  1.96052  1.26059
H  -2.07036  0.19050  2.80498
H  -0.65874  -1.64439  3.07068
H  0.84026  -0.96626  2.54036
H  -0.53375  -1.09555  -0.23794
H  -1.56011  0.07800  -0.74234
H  -0.26708  -0.02434  -1.54137
H  1.89375  -1.14773  -2.82173
H  1.29989  0.32168  -2.83795
O  1.24488  -0.54499  -2.45935
H  2.57537  2.36834  -2.59203
H  3.28001  1.15296  -2.10535
O  2.90642  1.51944  -2.89808
H  -2.36199  -2.68856  0.67998
H  -2.58816  -2.77739  -0.83847
O  -2.16663  -2.24330  -0.14098

Results
Frontier orbital gap (alpha / beta) (eV): 8.0 / 4.3
Total charge: +2
2S+1: 2
ΔE to the lowest compared entry with this formula, charge and spin (eV): 2.394

These are the Mulliken partial charges, in e, on atoms 1 to 6:
1 C -0.714
2 C -0.336
3 C 0.049
4 C -0.427
5 N -0.142
6 H 0.338